C7H12 | ωB97M-V/def2-TZVPD

Each line ends with the natural charge from an NBO analysis.
CARTESIAN COORDINATES (ANGSTROEM)
1 C -2.535 0.313 0.088  -0.6726
2 C -1.312 -0.492 -0.202  -0.0587
3 C -0.269 -0.033 -1.134  -0.4720
4 C 0.890 0.045 -0.108  -0.1171
5 C 2.207 -0.675 -0.323  -0.4670
6 C 2.161 0.774 -0.019  -0.1675
7 C 0.359 0.060 1.287  -0.6084
8 H -3.295 0.144 -0.694  0.2183
9 H -2.316 1.386 0.091  0.2072
10 H -2.992 0.046 1.046  0.2176
11 H -1.352 -1.557 0.016  0.1838
12 H -0.032 -0.752 -1.928  0.2176
13 H -0.504 0.940 -1.578  0.2084
14 H 2.363 -1.002 -1.356  0.2159
15 H 2.602 -1.377 0.415  0.2130
16 H 2.634 1.601 -0.540  0.2035
17 H 1.484 0.571 1.568  0.2278
18 H -0.312 0.883 1.534  0.2251
19 H 0.222 -0.875 1.836  0.2251

Output
LUMO (alpha / beta) = 0.01069 / 0.03799 Ha
relative energy (zero: lowest compared OMol25 entry of this formula, charge and spin) = 145.7 kcal per mole
energy = -273.67642 hartree


C7H12 | ωB97M-V/def2-TZVPD

Each line ends with the natural charge from an NBO analysis.
CARTESIAN COORDINATES (ANGSTROEM)
1 C 1.809 -1.892 1.370  -0.6050
2 C 1.296 -1.077 0.192  -0.3879
3 C -0.222 -1.080 0.050  -0.3867
4 C -0.591 -0.325 -1.243  -0.4615
5 C -1.716 0.614 -1.103  -0.0175
6 C -2.045 1.714 -0.728  -0.0039
7 C -1.639 3.033 -0.231  -0.6763
8 H 1.419 -1.503 2.319  0.2029
9 H 1.496 -2.939 1.286  0.2026
10 H 2.902 -1.864 1.419  0.2103
11 H 1.614 -0.030 0.293  0.1919
12 H 1.734 -1.442 -0.747  0.1936
13 H -0.665 -0.591 0.928  0.2064
14 H -0.602 -2.110 0.051  0.2015
15 H 0.198 0.421 -1.435  0.2197
16 H -0.582 -0.980 -2.120  0.2247
17 H -2.388 3.683 0.221  0.2286
18 H -1.137 3.559 -1.049  0.2289
19 H -0.880 2.807 0.528  0.2279

Output
LUMO = 0.03792 Ha
SMILES = CC#CCCCC
relative energy (zero: lowest compared OMol25 entry of this formula, charge and spin) = 54.6 kcal per mole
energy = -273.82150 hartree


C7H12 | ωB97M-V/def2-TZVPD

Each line ends with the natural charge from an NBO analysis.
CARTESIAN COORDINATES (ANGSTROEM)
1 C -2.124 -0.490 0.816  -0.6232
2 C -1.304 -0.544 -0.473  -0.1422
3 C -0.272 0.433 -1.235  -0.2939
4 C 1.070 1.086 -1.050  -0.3300
5 C 1.465 0.943 0.410  -0.4253
6 C 0.964 -0.497 0.664  -0.4211
7 C 0.141 -0.870 -0.598  -0.2446
8 H -3.034 0.102 0.660  0.2192
9 H -2.452 -1.504 1.096  0.2174
10 H -1.590 -0.068 1.670  0.2116
11 H -1.941 -0.852 -1.300  0.2213
12 H -0.563 0.420 -2.288  0.2057
13 H 1.748 0.065 -1.584  0.1333
14 H 1.248 2.056 -1.540  0.2163
15 H 2.548 1.030 0.507  0.2084
16 H 1.017 1.683 1.092  0.2029
17 H 0.415 -0.592 1.606  0.2099
18 H 1.801 -1.195 0.716  0.2140
19 H 0.927 -1.262 -1.341  0.2205

Output
LUMO = 0.03941 Ha
SMILES = C[C@H]1[C@H]2CCC[C@@H]12
relative energy (zero: lowest compared OMol25 entry of this formula, charge and spin) = 88.4 kcal per mole
energy = -273.76773 hartree


C7H12 | ωB97M-V/def2-TZVPD

Each line ends with the natural charge from an NBO analysis.
CARTESIAN COORDINATES (ANGSTROEM)
1 C 0.129 -1.317 -1.583  -0.6483
2 C -0.283 0.304 -1.426  -0.3967
3 C -0.635 0.930 -0.037  -0.2154
4 C -1.104 -0.129 0.994  -0.3957
5 C 0.178 0.102 1.782  -0.2261
6 C 1.402 0.071 0.890  -0.4411
7 C 0.536 1.282 0.909  -0.2376
8 H 0.047 -1.526 -2.650  0.2119
9 H -0.655 -1.911 -1.096  0.2058
10 H 1.046 -1.899 -1.307  0.2171
11 H 0.365 1.034 -1.951  0.2122
12 H -1.205 0.269 -2.010  0.2105
13 H -1.315 1.792 -0.131  0.2157
14 H -1.257 -1.130 0.587  0.1898
15 H -1.997 0.173 1.548  0.2092
16 H 0.244 0.037 2.865  0.2132
17 H 2.364 0.156 1.394  0.2232
18 H 1.329 -0.510 -0.056  0.2332
19 H 0.810 2.270 1.279  0.2190

Output
LUMO = 0.04405 Ha
SMILES = CC[C@H]1C[C@H]2C[C@@H]12
relative energy (zero: lowest compared OMol25 entry of this formula, charge and spin) = 59.1 kcal per mole
energy = -273.81444 hartree


C7H12 | ωB97M-V/def2-TZVPD

Each line ends with the natural charge from an NBO analysis.
CARTESIAN COORDINATES (ANGSTROEM)
1 C 2.174 0.638 -0.706  -0.5972
2 C 1.154 -0.477 -0.475  -0.2561
3 C 0.407 -0.352 0.879  -0.3925
4 C -1.110 -0.507 0.595  -0.2577
5 C -1.952 0.652 1.135  -0.5968
6 C -1.171 -0.577 -0.911  -0.1825
7 C 0.027 -0.517 -1.481  -0.1856
8 H 1.703 1.624 -0.614  0.2029
9 H 2.981 0.581 0.034  0.2079
10 H 2.631 0.572 -1.701  0.2071
11 H 1.694 -1.433 -0.519  0.2010
12 H 0.761 -1.090 1.605  0.2130
13 H 0.602 0.635 1.319  0.2012
14 H -1.491 -1.438 1.034  0.2015
15 H -1.618 1.593 0.682  0.2038
16 H -1.866 0.746 2.223  0.2077
17 H -3.013 0.518 0.893  0.2066
18 H -2.121 -0.641 -1.440  0.2079
19 H 0.209 -0.527 -2.553  0.2077

Output
LUMO = 0.04444 Ha
SMILES = C[C@@H]1C=C[C@H](C)C1
relative energy (zero: lowest compared OMol25 entry of this formula, charge and spin) = 2.8 kcal per mole
energy = -273.90410 hartree


C7H12 | ωB97M-V/def2-TZVPD

Each line ends with the natural charge from an NBO analysis.
CARTESIAN COORDINATES (ANGSTROEM)
1 C 2.049 0.411 -1.000  -0.6119
2 C 0.721 0.278 -0.280  -0.1102
3 C -0.588 0.150 -1.097  -0.4567
4 C -1.051 -0.835 -0.040  0.0449
5 C -0.181 1.827 1.617  -0.3555
6 C -2.231 -1.111 0.493  -0.4175
7 C 0.380 -1.067 0.406  -0.4556
8 H 2.124 1.366 -1.529  0.2199
9 H 2.154 -0.396 -1.737  0.2116
10 H 2.888 0.340 -0.300  0.2189
11 H 0.659 1.181 0.429  0.2042
12 H -1.184 1.050 -1.277  0.2221
13 H -0.391 -0.345 -2.057  0.2180
14 H -1.218 1.683 1.235  0.1164
15 H -0.099 0.990 2.347  0.1094
16 H -3.149 -0.700 0.079  0.2024
17 H -2.319 -1.740 1.376  0.2025
18 H 0.848 -1.902 -0.138  0.2175
19 H 0.588 -1.182 1.472  0.2195

Output
LUMO = -0.00884 Ha
relative energy (zero: lowest compared OMol25 entry of this formula, charge and spin) = 130.5 kcal per mole
energy = -273.70062 hartree


C7H12 | ωB97M-V/def2-TZVPD

Each line ends with the natural charge from an NBO analysis.
CARTESIAN COORDINATES (ANGSTROEM)
1 C 0.787 1.608 1.919  -0.7053
2 C -0.315 0.848 1.251  -0.0467
3 C -0.323 0.992 -0.273  -0.4800
4 C -0.202 -0.473 -0.646  -0.0704
5 C -1.348 -1.248 -1.220  -0.4043
6 C -0.096 -1.025 -2.031  -0.4153
7 C 0.549 -0.991 0.554  -0.4666
8 H 0.405 2.641 1.922  0.2478
9 H 1.758 1.640 1.395  0.1812
10 H 0.943 1.322 2.965  0.2185
11 H -0.135 -0.458 1.447  0.2480
12 H -1.233 1.482 -0.641  0.2199
13 H 0.549 1.548 -0.662  0.1747
14 H -2.243 -0.695 -1.493  0.2167
15 H -1.536 -2.247 -0.833  0.2112
16 H -0.142 -0.322 -2.860  0.2179
17 H 0.567 -1.871 -2.197  0.2151
18 H 1.605 -0.709 0.584  0.2115
19 H 0.410 -2.046 0.817  0.2260

Output
LUMO = 0.03582 Ha
relative energy (zero: lowest compared OMol25 entry of this formula, charge and spin) = 108.9 kcal per mole
energy = -273.73506 hartree


C7H12 | ωB97M-V/def2-TZVPD

Each line ends with the natural charge from an NBO analysis.
CARTESIAN COORDINATES (ANGSTROEM)
1 C -2.505 -1.801 0.424  -0.5953
2 C -1.071 -1.565 -0.041  -0.5764
3 C -0.522 -0.226 0.228  0.1744
4 C 0.929 -0.246 0.483  -0.5737
5 C 1.689 1.009 0.102  -0.2289
6 C 1.355 1.648 -1.216  -0.4198
7 C 0.974 2.326 0.069  -0.4240
8 H -2.910 -2.732 0.016  0.2068
9 H -3.144 -0.966 0.124  0.2206
10 H -2.536 -1.871 1.516  0.2058
11 H -0.413 -2.425 0.186  0.1814
12 H -1.058 -1.470 -1.150  0.2692
13 H -0.076 2.305 0.342  0.2413
14 H 1.468 -1.158 0.165  0.1941
15 H 0.856 -0.323 1.593  0.2732
16 H 2.736 1.019 0.400  0.2140
17 H 2.155 2.069 -1.817  0.2140
18 H 0.551 1.187 -1.787  0.2114
19 H 1.521 3.219 0.360  0.2120

Output
LUMO = 0.01682 Ha
relative energy (zero: lowest compared OMol25 entry of this formula, charge and spin) = 93.0 kcal per mole
energy = -273.76036 hartree


C7H12 | ωB97M-V/def2-TZVPD

Each line ends with the natural charge from an NBO analysis.
CARTESIAN COORDINATES (ANGSTROEM)
1 C -0.728 1.123 1.328  -0.6215
2 C 0.566 1.439 0.563  -0.4084
3 C 1.317 0.217 0.011  -0.4306
4 C 0.493 -0.984 -0.392  -0.0214
5 C 0.789 -2.176 0.128  -0.3761
6 C -1.462 0.069 -1.567  -0.3815
7 C -0.633 -0.924 -1.333  -0.2169
8 H -0.939 0.052 1.335  0.2187
9 H -0.626 1.519 2.336  0.2089
10 H -1.618 1.590 0.898  0.2075
11 H 1.213 1.919 1.286  0.2072
12 H 0.382 2.212 -0.178  0.2005
13 H 1.977 0.426 -0.826  0.2227
14 H 1.935 -0.147 0.829  0.2067
15 H 1.528 -2.267 0.923  0.1926
16 H 0.363 -3.107 -0.234  0.1954
17 H -1.301 1.078 -1.206  0.1946
18 H -2.327 -0.131 -2.190  0.2020
19 H -0.929 -1.907 -1.709  0.1996

Output
LUMO = 0.04145 Ha
SMILES = C=CC(=C)CCC
relative energy (zero: lowest compared OMol25 entry of this formula, charge and spin) = 30.9 kcal per mole
energy = -273.85935 hartree


C7H12 | ωB97M-V/def2-TZVPD

Each line ends with the natural charge from an NBO analysis.
CARTESIAN COORDINATES (ANGSTROEM)
1 C 1.724 0.891 2.290  -0.3017
2 C 1.980 0.887 0.894  -0.4811
3 C 0.633 0.243 0.217  -0.3396
4 C 0.822 0.178 -1.349  -0.4948
5 C -0.414 -0.361 -1.806  0.0734
6 C -1.581 -0.806 -1.747  -0.0871
7 C -2.829 -1.271 -1.613  -0.4203
8 H 1.205 1.717 2.767  0.1759
9 H -2.156 -0.666 1.188  -0.0161
10 H 1.959 0.030 2.908  0.1759
11 H 2.077 1.878 0.439  0.2084
12 H 2.798 0.231 0.578  0.2082
13 H -0.221 0.872 0.466  0.2081
14 H 0.476 -0.759 0.616  0.2077
15 H 1.021 1.190 -1.721  0.2284
16 H 1.688 -0.456 -1.572  0.2286
17 H -2.474 -0.872 0.537  0.0022
18 H -3.023 -2.328 -1.456  0.2120
19 H -3.683 -0.600 -1.636  0.2119

Output
LUMO (alpha / beta) = -0.01433 / 0.01590 Ha
relative energy (zero: lowest compared OMol25 entry of this formula, charge and spin) = 138.4 kcal per mole
energy = -273.68803 hartree


C7H12ClCrN2O3 | ωB97M-V/def2-TZVPD

Each line ends with the Löwdin spin population.
CARTESIAN COORDINATES (ANGSTROEM)
1 Cr -1.701 -1.022 -2.502  4.0688
2 Cl -1.469 0.131 -0.242  -0.0915
3 C 0.414 2.083 1.645  -0.0019
4 C 1.783 2.253 1.806  -0.0002
5 N 2.920 2.359 2.014  -0.0004
6 H 0.199 1.018 1.555  -0.0015
7 H 0.157 2.607 0.724  -0.0001
8 H -0.176 2.613 2.392  0.0000
9 C -2.996 2.235 2.653  -0.0009
10 C -4.347 2.797 2.892  -0.0001
11 N -5.346 3.311 3.085  -0.0002
12 H -2.850 1.358 3.283  0.0000
13 H -2.352 3.109 2.750  0.0000
14 H -2.911 1.839 1.641  -0.0013
15 C 1.824 0.092 -1.540  0.0011
16 O 2.263 -1.266 -1.512  0.0025
17 C 1.410 -2.208 -1.899  0.0040
18 O 0.279 -1.930 -2.412  0.0201
19 O 2.023 -3.402 -1.722  0.0006
20 C 1.473 -4.547 -2.330  0.0000
21 H 2.748 0.650 -1.387  0.0001
22 H 1.193 0.376 -0.697  0.0002
23 H 1.485 0.425 -2.521  0.0006
24 H 0.692 -5.131 -1.843  0.0000
25 H 2.167 -5.373 -2.489  0.0000
26 H 1.117 -4.377 -3.346  0.0000

Output
⟨S²⟩ = 6.0626
total charge = +1
LUMO (alpha / beta) = -0.28025 / -0.23617 Ha
multiplicity = 5
relative energy (zero: lowest compared OMol25 entry of this formula, charge and spin) = 0.0 kcal per mole
energy = -2113.47498 hartree


C7H12CoN6O5 | ωB97M-V/def2-TZVPD

Each line ends with the Löwdin spin population.
CARTESIAN COORDINATES (ANGSTROEM)
1 Co 0.642 0.433 0.140  2.9912
2 O 1.291 1.598 -1.450  0.0422
3 C 0.347 1.688 -2.536  0.0038
4 C -0.131 0.283 -2.803  0.0126
5 N -0.874 -0.307 -1.679  0.2820
6 C -2.129 0.317 -1.326  0.0243
7 C -2.008 1.486 -0.314  0.0233
8 O -2.918 2.254 -0.204  0.0426
9 O -0.886 1.499 0.349  0.1515
10 C -0.739 -1.758 -1.553  0.0152
11 C 0.662 -2.136 -1.105  0.0186
12 O 1.133 -3.219 -1.281  0.0445
13 O 1.299 -1.140 -0.495  0.2492
14 H 1.718 2.449 -1.294  0.0025
15 H 0.854 2.057 -3.428  0.0007
16 H -0.457 2.376 -2.270  0.0001
17 H 0.721 -0.360 -3.018  0.0002
18 H -0.791 0.287 -3.679  0.0082
19 H -2.781 -0.423 -0.866  0.0013
20 H -2.618 0.721 -2.216  0.0089
21 H -0.955 -2.230 -2.516  0.0089
22 H -1.470 -2.117 -0.830  -0.0001
23 N 2.475 -0.800 4.874  0.0016
24 N 1.487 -0.479 3.957  0.0048
25 N 0.268 -0.160 4.337  0.0023
26 C -0.284 0.174 3.183  0.0053
27 N 0.583 0.047 2.177  0.0478
28 N 1.734 -0.372 2.702  0.0060
29 H 2.010 -1.245 5.660  0.0001
30 H 3.117 -1.437 4.410  0.0001
31 H -1.299 0.514 3.073  0.0001

Output
⟨S²⟩ = 6.0172
total charge = +1
LUMO (alpha / beta) = -0.10808 / -0.24193 Ha
multiplicity = 5
energy = -2361.14125 hartree